(1)
51
Properties=species:S:1:pos:R:3:forces:R:3 method="wB97M-V/def2-TZVPD" e_above_lowest_kj_mol=387.9 total_charge=+1 multiplicity=2 energy_ha=-1353.86298 gap_ev="9.6 / 3.7" s2=0.770 homo_ev="-13.54 / -13.53"
O -1.297419 3.616329 1.792905 -1.112 -0.855 0.063
C -1.981695 2.990321 1.002208 1.321 5.224 0.670
O -2.827471 3.732390 0.197682 -0.261 -2.227 -0.108
C -1.558979 1.711980 0.537040 -3.506 -1.985 -1.601
C -0.296046 1.914047 -0.210851 0.085 0.759 -2.120
C -0.031331 0.566894 -0.917226 2.213 1.584 3.824
N 0.500567 -0.401790 -0.047871 -3.379 5.723 5.212
O -0.060575 0.161113 -2.025633 -1.067 -0.381 -3.196
H -3.260478 3.145784 -0.488224 0.412 0.847 1.118
H -2.502652 1.285845 0.084602 1.375 -0.002 -0.830
H -1.384347 0.964075 1.234408 0.173 -0.863 2.219
H 0.436519 2.195689 0.557704 0.409 -0.838 -0.427
H -0.314738 2.871971 -0.823203 -0.128 -1.611 -0.074
H 0.380657 -0.206082 1.046396 0.662 -0.901 -3.145
H 1.034654 -1.083245 -0.376086 2.863 -4.461 -1.569
H 1.068753 3.161426 1.917729 -0.419 -0.166 0.139
H 2.429977 3.006390 1.165985 1.741 -2.431 -2.258
O 1.946138 3.485323 1.757306 -1.516 3.141 2.767
H 1.341378 -2.841095 1.517265 -0.309 -0.318 2.933
H 2.046005 -3.788754 0.536366 1.148 -2.072 0.192
O 1.578174 -3.003166 0.639320 -0.839 2.474 -3.252
H 0.419781 -2.710891 3.531278 -5.132 1.094 0.885
H 1.886058 -1.897869 3.291224 -1.914 0.057 0.463
O 1.292066 -2.669269 3.414535 6.781 -1.454 -1.340
H 2.570259 1.416331 -0.375210 1.968 0.200 1.356
H 4.076826 1.442444 0.203762 -1.516 0.136 0.167
O 3.121242 1.474764 0.480088 0.175 -0.851 -0.723
H 2.433413 0.162637 3.705935 -0.875 -0.312 -2.379
H 2.591566 -0.055595 2.025321 -1.260 0.493 2.639
O 1.953189 -0.122808 2.848726 2.270 0.403 -0.640
H -2.955128 -1.771765 0.174382 -0.606 -0.794 0.375
H -1.501082 -1.513432 0.724775 -2.065 0.087 -1.303
O -2.152690 -1.318874 -0.031576 2.891 0.218 1.250
H -1.687906 -1.324492 -2.407964 -0.498 0.031 0.073
H -2.289163 -2.536567 -3.021405 0.049 -1.484 -0.432
O -2.480334 -1.630529 -2.870597 0.146 1.468 0.354
H 1.160508 -0.530370 -4.410303 -2.724 -1.052 -0.349
H -0.205058 -1.241261 -3.808907 0.978 0.382 -1.102
O 0.207093 -0.858083 -4.623973 1.891 1.409 0.408
H 2.056330 1.580287 -2.452423 -1.241 0.492 -1.355
H 3.070468 0.450972 -2.249133 0.093 -0.192 -0.309
O 2.822219 1.336056 -1.979120 0.841 -0.324 0.412
H 0.282854 -2.718057 -2.140881 -0.656 -0.049 3.020
H 1.180395 -3.006709 -3.172017 3.145 -0.974 -1.248
O 0.303466 -2.789498 -3.055654 -2.497 0.075 -0.925
H -1.293097 -0.825939 3.710439 -1.760 2.286 8.352
H -0.284832 -0.681949 2.635004 2.574 1.120 0.501
O -1.091833 -1.014559 2.908823 -0.723 -3.375 -8.492
H -4.417714 -0.448192 -0.103043 -0.698 2.469 -0.661
H -3.911578 -0.063535 -1.348000 1.295 -0.473 -2.610
O -4.404386 0.381304 -0.701893 -0.796 -1.731 3.058

(2)
13
Properties=species:S:1:pos:R:3:forces:R:3 method="wB97M-V/def2-TZVPD" smiles="O=C([O-])C(P)(P)P" e_above_lowest_kj_mol=1.9 total_charge=-1 energy_ha=-1254.33240 gap_ev=8.6 homo_ev=-4.47
C 1.976356 0.943187 0.943295 -0.640 -1.873 0.391
C 0.537342 0.248008 0.385603 2.473 -1.835 -0.048
O 1.748340 1.923061 1.678766 0.636 0.055 -0.603
O 2.998365 0.312412 0.646585 -0.009 0.755 0.008
P 0.437311 -1.773567 0.593253 1.038 2.267 1.948
P 0.542648 0.401548 -1.397936 0.461 0.404 -1.164
P -0.567741 1.329621 1.225949 -1.018 -0.018 1.390
H 1.856085 -1.946089 0.984079 -1.062 0.131 -0.555
H 0.108118 -1.634195 2.015507 0.007 -0.377 -0.800
H 0.165299 1.755630 -1.400414 -0.048 0.400 -0.325
H 1.941429 0.707378 -1.450195 -0.345 -0.167 -0.490
H -0.131653 0.761071 2.446402 -0.549 0.488 0.381
H -1.626505 0.405383 1.207366 -0.945 -0.229 -0.132

(3)
63
Properties=species:S:1:pos:R:3:forces:R:3 method="wB97M-V/def2-TZVPD" total_charge=-1 energy_ha=-3079.87515 gap_ev=3.6 homo_ev=-4.26
F 4.335725 -1.953067 2.285534 0.724 2.063 -3.625
C 4.385711 -1.312863 0.913946 -1.795 -2.833 1.326
F 5.199288 -2.296996 0.105090 -2.197 3.548 2.319
C 2.800475 -1.255395 0.442523 0.184 -0.783 -1.753
C 2.016851 -2.713500 0.681297 0.480 0.129 0.660
C 0.797842 -2.462852 1.753383 -0.811 0.328 -1.097
C -0.585650 -2.295219 0.836136 0.145 -1.291 0.384
In -1.631088 -0.382687 1.458977 1.023 -0.288 0.836
P -3.640908 0.235898 0.039505 0.220 -0.212 0.263
S -4.737506 1.479745 1.120078 -0.460 0.517 -0.044
C 5.101133 0.128860 1.136883 2.107 -1.761 5.210
F 6.528563 -0.159425 1.540160 -4.671 0.987 -1.055
F 4.508972 0.824322 2.340582 1.659 -2.437 -4.413
S 5.145866 1.307216 -0.291042 2.477 3.847 -2.517
F 3.501961 1.765726 -0.164564 3.530 -1.442 -0.228
F 4.871520 0.126839 -1.490970 0.054 2.277 2.670
F 6.855862 0.989986 -0.476028 -3.550 0.733 -0.196
F 5.618836 2.556411 0.836720 -1.267 -2.405 -2.449
F 5.314022 2.464470 -1.547124 -0.548 -2.333 2.487
H 2.747283 -1.086432 -0.737681 0.545 -0.118 2.608
H 2.194569 -0.367915 0.915936 1.519 -1.739 -0.554
H 1.634967 -3.110002 -0.378029 0.657 1.046 2.521
H 2.724487 -3.548576 1.095790 -0.985 1.814 -0.808
H 0.912328 -1.447152 2.359290 0.294 -2.213 -1.206
H 0.713503 -3.334592 2.545374 0.146 1.712 -1.759
H -1.255848 -3.244237 1.067075 1.265 1.883 -0.855
H -0.353622 -2.208241 -0.316563 -0.270 -0.551 2.275
H -2.005599 -0.555175 3.232202 -0.097 0.057 -0.670
H -0.395044 0.956541 1.313944 -0.319 -0.376 -0.155
H -4.414158 -0.975245 -0.201512 0.523 0.805 -0.651
H -3.216836 0.860536 -1.217167 -0.631 -0.911 0.481
C -7.988069 -3.579235 3.576822 0.090 0.070 0.259
O -7.056081 -3.778840 4.634555 0.000 -0.064 -0.497
C -5.796105 -4.264892 4.161168 0.093 0.449 0.511
C -4.750690 -3.146686 4.115615 -0.240 0.004 -0.739
O -5.073213 -2.176121 3.114695 -0.212 -0.349 0.581
C -5.642772 -0.996126 3.671570 -0.057 0.150 -0.167
H -8.842088 -3.023687 3.972577 0.133 -0.090 0.062
H -7.551837 -3.005557 2.754774 0.028 -0.040 0.036
H -8.339537 -4.546803 3.207096 -0.049 -0.025 -0.130
H -5.903581 -4.743733 3.180461 0.016 0.152 0.032
H -5.462890 -5.027847 4.873006 0.019 -0.002 -0.022
H -3.787011 -3.580109 3.838861 0.079 -0.043 0.018
H -4.636803 -2.673195 5.098356 -0.116 -0.068 -0.084
H -4.865996 -0.414711 4.177304 -0.050 0.060 -0.027
H -6.448787 -1.226518 4.374541 0.035 -0.117 0.057
H -6.054641 -0.396181 2.855590 0.259 -0.123 0.074
C 3.954244 3.840460 -6.630622 0.117 0.159 0.170
O 3.702442 5.019894 -5.873804 -0.359 -0.314 -0.212
C 2.324435 5.403917 -5.912557 0.317 0.130 0.579
C 1.602746 5.015663 -4.618812 -0.118 -0.445 -0.486
O 1.496443 3.594302 -4.491160 0.399 0.380 0.046
C 2.450735 3.062056 -3.578508 -0.124 -0.095 -0.026
H 4.963208 3.491592 -6.396346 -0.100 0.152 0.016
H 3.246421 3.043618 -6.387316 -0.016 0.056 -0.016
H 3.901068 4.069075 -7.698949 -0.034 -0.101 -0.080
H 1.821951 4.974865 -6.787801 0.024 -0.059 0.147
H 2.301920 6.494436 -6.013093 -0.037 -0.028 0.007
H 0.584109 5.408303 -4.655371 -0.044 0.056 -0.006
H 2.100109 5.451610 -3.743869 0.051 -0.057 -0.149
H 2.159923 3.311238 -2.553555 0.114 -0.024 0.045
H 3.458386 3.438171 -3.778726 -0.059 0.024 0.016
H 2.458455 1.974064 -3.686249 -0.114 0.149 -0.024

(4)
8
Properties=species:S:1:pos:R:3:forces:R:3 method="wB97M-V/def2-TZVPD" smiles="COC=O" e_above_lowest_kj_mol=297.6 total_charge=0 energy_ha=-228.99322 gap_ev=11.1 homo_ev=-10.22
C 0.679313 0.736789 -0.060926 0.514 0.185 0.465
O -0.674524 0.396371 -0.248831 0.200 -0.430 1.315
C -1.074706 -1.071433 0.136894 1.656 2.239 0.087
O -0.799414 -1.654064 1.126651 -0.558 0.819 -1.564
H 1.231025 -0.140373 0.296330 0.127 0.203 0.048
H 0.752938 1.532978 0.678304 0.224 0.035 0.060
H 1.135558 1.078322 -1.003375 -0.329 -0.106 0.222
H -1.250190 -0.878591 -0.925047 -1.835 -2.944 -0.633